{"formula": "C3H14NO2", "method": "the ωB97M-V functional and the def2-TZVPD basis", "relative_energy_kj_mol": 58.7, "multiplicity": 2, "energy_ha": -327.13304, "total_charge": 2, "molar_mass_g_mol": 96.15, "s2": 0.753, "homo_ev": [-19.2, -19.2], "symbols": ["C", "C", "C", "N", "H", "H", "H", "H", "H", "H", "H", "H", "H", "H", "H", "H", "O", "H", "H", "O"], "coordinates": [[-0.52616, 0.99366, 0.33756], [-1.45036, -0.11143, 1.06706], [-1.12208, -0.27904, 2.48834], [0.25582, 0.30502, -0.72443], [-1.22485, 1.73428, -0.05010], [0.07345, 1.53814, 1.08848], [-1.29867, -1.07387, 0.53965], [-2.48061, 0.25869, 1.02289], [-2.07708, -0.22667, 3.12921], [-0.66527, -1.23118, 2.68665], [-0.57929, 0.58967, 2.94903], [0.68795, -0.52339, -0.28015], [-0.39665, -0.10910, -1.41482], [1.05227, 0.86709, -1.15366], [3.33014, 0.65720, -1.20380], [2.91952, 2.19855, -1.65249], [2.65044, 1.28670, -1.46496], [-0.20857, -2.86848, -2.27240], [0.84512, -2.00301, -2.91651], [0.21488, -2.00283, -2.17556]], "forces_ev_per_a": [[-0.0744, 1.8066, -0.2795], [0.6522, -1.9165, 1.3271], [0.5911, -0.5591, -1.4194], [-1.1025, -0.6302, 1.3729], [0.2038, -0.1562, -0.4785], [0.1603, -0.6650, -0.5719], [-0.4667, 0.5673, 0.1107], [-0.3858, 0.6705, -0.6041], [0.0053, 0.4678, 0.4105], [0.2171, -0.3442, 0.4923], [-0.7037, 0.1289, 0.4888], [0.2232, 0.2460, -0.6142], [0.6112, 0.1530, -0.2645], [0.3704, 0.1522, -0.0132], [0.6017, 0.7063, -0.2079], [0.6790, -0.5638, 0.1311], [-1.5319, -0.1278, 0.0791], [-0.0762, 0.1223, 0.1262], [-0.1612, 0.1161, 0.2162], [0.1870, -0.1743, -0.3019]], "mulliken_spin": [0.217, 0.109, 0.203, 0.013, -0.001, 0.001, -0.007, 0.118, 0.205, 0.001, 0.121, 0.003, 0.000, 0.008, 0.000, 0.000, 0.010, 0.000, 0.000, 0.000]}


{"formula": "C8H27BN5O2P2", "method": "the ωB97M-V functional and the def2-TZVPD basis", "energy_ha": -1452.92941, "total_charge": -1, "molar_mass_g_mol": 298.10, "homo_ev": -2.1, "symbols": ["C", "C", "P", "C", "C", "B", "N", "P", "C", "C", "H", "H", "H", "H", "H", "H", "H", "H", "H", "H", "H", "H", "H", "H", "H", "H", "H", "H", "H", "C", "O", "N", "N", "H", "H", "H", "H", "C", "O", "N", "N", "H", "H", "H", "H"], "coordinates": [[-0.66006, 1.86057, -2.70835], [-0.24269, 2.02944, -1.25009], [-1.52854, 1.42787, -0.05489], [-0.80532, 2.02607, 1.56140], [-1.64838, 1.69253, 2.78972], [-1.74778, -0.54961, -0.11091], [-2.57148, -1.07148, 1.08506], [-0.12941, -1.68446, -0.22182], [1.41161, -0.69660, 0.14378], [0.10582, -2.24287, -1.97628], [-0.45747, 0.85566, -3.07302], [-0.06797, 2.53938, -3.33564], [-1.71136, 2.10948, -2.86469], [0.74081, 1.57318, -1.10011], [-0.12098, 3.09994, -1.04411], [0.22738, 1.68982, 1.72034], [-0.75011, 3.11717, 1.46518], [-2.71049, 1.86530, 2.60520], [-1.32647, 2.30346, 3.64221], [-1.51973, 0.65305, 3.08314], [-2.37239, -0.76676, -1.14469], [-2.01084, -1.25955, 1.90557], [-3.32521, -0.44606, 1.34312], [2.04265, -0.55832, -0.74139], [1.17763, 0.29082, 0.54238], [2.00696, -1.22615, 0.89003], [-0.07941, -1.49351, -2.74486], [-0.59887, -3.06524, -2.11412], [1.10856, -2.66197, -2.08277], [2.37242, 0.32005, -4.91872], [1.57802, -0.16713, -4.14571], [3.65580, 0.63676, -4.54935], [2.05384, 0.60204, -6.22479], [4.32735, 1.04961, -5.16644], [3.90769, 0.45578, -3.59555], [1.11729, 0.39487, -6.51594], [2.69233, 1.01363, -6.87684], [-0.74528, -1.78772, 5.29059], [-1.25310, -1.35706, 4.27938], [-0.24334, -0.96498, 6.26949], [-0.62642, -3.13188, 5.53489], [0.18814, -1.29795, 7.10923], [-0.30891, 0.02221, 6.10581], [-0.96679, -3.74992, 4.82145], [-0.20208, -3.51344, 6.35735]], "forces_ev_per_a": [[0.2783, 0.1926, -0.1857], [0.0871, 0.1208, 0.1258], [-0.7233, 0.2972, 0.0384], [0.2891, 0.0842, -0.1591], [0.2700, -0.1273, 0.0712], [0.0536, -0.3110, -0.1042], [0.0914, 0.0202, -0.2153], [0.0325, -0.6107, 0.5748], [0.1909, 0.0709, -0.1938], [-0.1502, 0.0809, 0.1757], [-0.1810, -0.0728, 0.0743], [-0.0295, -0.0640, -0.0622], [-0.0471, -0.0819, 0.0799], [-0.0552, -0.0396, -0.0168], [-0.0088, -0.0063, 0.0543], [-0.0691, -0.0455, 0.0588], [0.0241, -0.0036, -0.0841], [-0.0008, 0.0629, 0.0118], [-0.1211, 0.0576, 0.0046], [-0.1194, 0.0061, -0.0600], [0.1536, 0.1865, -0.1613], [-0.0760, 0.0787, 0.1083], [0.0001, 0.0131, 0.1078], [-0.0861, 0.0269, -0.0313], [-0.0429, -0.0754, -0.0201], [0.0291, 0.0114, 0.0070], [0.1260, 0.0548, -0.0012], [-0.0374, 0.0250, -0.0707], [0.0368, 0.0827, -0.1107], [-0.0481, 0.0740, 0.0983], [0.0858, -0.0484, -0.1234], [0.0792, -0.0342, -0.0205], [0.0237, -0.0398, -0.0714], [-0.0215, 0.0201, -0.0088], [-0.0352, 0.0102, 0.0142], [-0.0161, 0.0106, 0.0317], [0.0088, 0.0194, 0.0220], [0.0620, -0.0357, -0.1203], [-0.0434, -0.0057, 0.1125], [-0.0226, 0.0251, 0.0821], [-0.0583, -0.0544, 0.0705], [0.0139, -0.0220, -0.0170], [0.0011, -0.0045, -0.0366], [0.0275, 0.0295, -0.0435], [0.0283, 0.0212, -0.0060]], "nbo_charge": [-0.607, -0.693, 0.484, -0.686, -0.617, -0.319, -1.081, 0.484, -0.931, -0.909, 0.225, 0.175, 0.198, 0.199, 0.191, 0.184, 0.190, 0.198, 0.169, 0.237, -0.043, 0.363, 0.342, 0.202, 0.215, 0.201, 0.214, 0.211, 0.200, 0.772, -0.626, -0.860, -0.861, 0.378, 0.412, 0.409, 0.378, 0.773, -0.630, -0.862, -0.859, 0.377, 0.410, 0.414, 0.376]}


{"formula": "C5H8N2O", "method": "the ωB97M-V functional and the def2-TZVPD basis", "relative_energy_kj_mol": 161.7, "multiplicity": 3, "energy_ha": -379.83678, "molar_mass_g_mol": 112.13, "s2": 2.017, "homo_ev": [-4.6, -9.7], "symbols": ["C", "C", "C", "C", "C", "N", "N", "O", "H", "H", "H", "H", "H", "H", "H", "H"], "coordinates": [[0.85175, -1.80506, 0.11542], [-2.49487, -0.27619, -0.17748], [1.44999, -0.48945, -0.22518], [0.15710, 0.35358, -0.32816], [0.35475, 1.68442, 0.36833], [-0.40365, -1.82868, 0.29734], [-0.82615, -0.52095, 0.30869], [-2.72269, 0.82054, -0.50828], [1.36300, -2.73598, 0.16348], [-2.96765, -1.23695, 0.12848], [1.81817, -0.19491, 0.66997], [2.11611, -0.42112, -0.98870], [-0.06633, 0.48784, -1.34763], [0.45096, 1.77453, 1.44194], [-0.33254, 2.39292, 0.20527], [1.25206, 1.99545, -0.12351]], "forces_ev_per_a": [[1.2133, -0.5949, -1.5398], [0.7772, -6.0909, 0.4684], [-4.0424, -0.9899, 0.7298], [0.6899, -0.7145, 2.0944], [1.8643, -1.5279, 0.0091], [-1.5787, 1.5679, 0.9746], [-0.2967, -0.7444, -0.5702], [-1.0954, 4.9021, -0.8615], [0.5602, -0.5905, 0.0526], [0.3454, 1.1739, 0.2068], [2.1358, 1.1924, 2.7472], [1.9169, -0.0154, -2.1477], [-0.8137, 0.2948, -1.3572], [0.4858, -1.0767, 0.3763], [-2.9944, 2.3482, -1.3247], [0.8327, 0.8659, 0.1420]], "nbo_charge": [0.159, 0.130, -0.489, -0.099, -0.605, -0.233, -0.037, -0.573, 0.202, 0.182, 0.233, 0.237, 0.235, 0.223, 0.232, 0.205]}